# 1
Entry from OMol25: 2 unconnected molecules or ions with the total composition C2H11N2O at a distorted geometry (ωB97M-V/def2-TZVPD).

```
! wB97M-V def2-TZVPD RIJCOSX def2/J DEFGRID3
* xyz 1 1
O 3.411 1.048 0.289
N 0.386 -0.661 0.351
N -1.589 -0.969 -1.164
C -1.674 0.382 -0.511
C -0.802 0.233 0.792
H -1.216 1.077 -1.076
H 0.739 -1.154 1.203
H -1.254 -0.339 1.586
H 4.200 0.702 -0.175
H -1.757 -0.894 -2.110
H -0.303 1.183 1.134
H -0.011 -1.333 -0.368
H -2.586 0.769 -0.225
H -2.461 -1.465 -0.814
H 3.770 1.499 1.031
H 1.148 -0.077 0.057
*
```

Its energy relative to the best compared isomer or geometry (same formula, charge and spin) is 18.4 kcal/mol. For the HOMO energy, the calculation gives -15.18 eV. The value obtained for the molar mass is 79.1 g/mol. For the max |F|, the calculation gives 4.6 eV/A.

Mulliken population analysis, charges in e, atoms 1 to 8:
1. O -0.642
2. N -0.315
3. N -0.606
4. C -0.575
5. C -0.519
6. H 0.424
7. H 0.362
8. H 0.343

=====

# 2
Entry from OMol25: a molecular structure, C35H27F8N9O2PdS (ωB97M-V/def2-TZVPD).

```
! wB97M-V def2-TZVPD RIJCOSX def2/J DEFGRID3
* xyz 0 1
Pd 0.797 -0.504 1.404
S -1.718 -0.642 4.468
F -0.555 2.125 4.809
F 2.399 5.299 -0.256
F -1.586 -1.782 7.268
F -0.622 -0.626 9.473
F 0.465 3.231 7.017
F 0.927 6.094 1.114
F 0.447 1.860 9.353
F 2.997 5.919 1.729
O -0.389 -1.302 3.773
O -1.288 -0.433 -5.015
N -1.403 -3.549 -0.785
N 1.417 0.685 -0.841
N -0.159 -3.760 -1.266
N 0.094 -2.268 0.295
N -2.610 0.363 -6.583
N -2.806 -1.019 -6.495
N 2.855 1.852 -2.127
N 1.615 2.394 -2.187
N 1.283 1.303 2.385
C 0.717 -2.992 -0.611
C -2.021 -1.433 -5.567
C -0.039 2.000 7.060
C 2.682 0.838 -1.310
C 1.566 -2.657 3.937
C 0.159 -2.465 4.458
C -0.731 -3.672 4.244
C 0.275 2.110 1.997
C -0.554 1.405 5.921
C -0.856 -4.371 -3.538
C 1.749 3.920 1.545
C -0.591 0.029 8.314
C -1.659 -5.372 -4.057
C 2.016 5.309 1.045
C -1.085 -0.551 7.158
C 2.795 3.120 1.980
C 0.461 3.407 1.555
C -1.202 -2.653 0.154
C 1.357 3.563 -3.001
C -1.065 0.110 5.935
C -0.223 4.478 -4.700
C -1.172 1.973 -5.371
C 0.781 1.682 -1.417
C -2.560 -5.093 -5.080
C -0.186 2.103 -4.399
C -2.675 -3.808 -5.573
C 0.288 3.359 -4.050
C -0.953 -3.082 -4.050
C 2.519 1.827 2.386
C -1.718 0.654 -5.706
C -0.054 1.304 8.257
C -1.675 3.092 -6.023
C -1.865 -2.798 -5.054
C -1.189 4.346 -5.686
C 0.080 -4.649 -2.390
H -3.185 -5.880 -5.478
H -0.884 -3.832 3.175
H -0.384 4.004 1.241
H 3.807 3.499 2.020
H 1.097 4.404 -2.356
H 2.222 -1.854 4.271
H -0.328 -2.291 -3.651
H -1.573 5.224 -6.187
H 3.311 1.171 2.724
H 0.142 5.463 -4.434
H 0.212 -2.231 5.525
H -1.702 -3.537 4.721
H -0.268 1.914 -1.311
H -3.385 -3.568 -6.352
H 1.115 -4.485 -2.694
H -0.266 -4.562 4.669
H 1.775 -2.986 -0.815
H 1.569 -2.660 2.843
H -2.002 -2.249 0.752
H -0.021 -5.682 -2.054
H 1.956 -3.609 4.300
H -2.441 2.970 -6.775
H 3.493 0.184 -1.034
H -1.591 -6.377 -3.658
H -0.718 1.682 2.051
H 0.207 1.217 -3.919
H 2.311 3.799 -3.473
*
```

Its energy relative to the best compared isomer or geometry (same formula, charge and spin) is 32.4 kcal/mol. For the HOMO energy, the calculation gives -5.51 eV. The value obtained for the molar mass is 896.1 g/mol. For the max |F|, the calculation gives 0.6 eV/A.

Mulliken population analysis, charges in e, atoms 1 to 8:
1. Pd -0.052
2. S -0.137
3. F -0.279
4. F -0.232
5. F -0.375
6. F -0.287
7. F -0.296
8. F -0.288

=====

# 3
Entry from OMol25: 2 unconnected molecules or ions with the total composition C4H6ClN at a distorted geometry (ωB97M-V/def2-TZVPD).

```
! wB97M-V def2-TZVPD RIJCOSX def2/J DEFGRID3
* xyz 0 1
Cl 2.459 -0.410 0.391
N 1.774 1.602 -1.263
C -1.464 -1.513 0.057
C -1.412 -0.008 0.576
C -1.637 -0.351 -0.823
C 2.080 1.251 -0.100
H 1.723 1.820 0.804
H -2.068 0.630 1.074
H -0.307 0.168 0.950
H -2.382 -2.134 0.335
H 1.750 1.008 -2.107
H -0.515 -2.063 0.106
*
```

Its energy relative to the best compared isomer or geometry (same formula, charge and spin) is 130.2 kcal/mol. For the HOMO energy, the calculation gives -8.66 eV. The value obtained for the molar mass is 103.6 g/mol. For the max |F|, the calculation gives 4.9 eV/A.

Mulliken population analysis, charges in e, atoms 1 to 8:
1. Cl -0.177
2. N -0.415
3. C -0.391
4. C -0.279
5. C -0.099
6. C -0.015
7. H 0.340
8. H 0.296